183
Properties=species:S:1:pos:R:3:forces:R:3 method="wB97M-V/def2-TZVPD" e_tot_ev=-88302.543 charge=0 e_lumo_ev=0.14 mol_weight_g_mol=975.4 de_lowest_kj_mol=0.0 homo_energy_ev=-7.27 homo_lumo_gap_ha=0.2723
C 0.02333 2.26428 -5.14502 0.441 0.237 -0.245
O -0.51897 3.47985 -4.65585 -0.615 0.070 0.498
H -0.61610 1.81497 -5.90944 0.033 -0.045 0.110
H 1.01434 2.45123 -5.57429 -0.039 -0.235 0.010
H 0.12328 1.58886 -4.29485 -0.056 -0.056 -0.103
H -0.22129 4.24245 -5.15104 0.090 -0.081 -0.273
C 1.08239 -7.74085 -2.91594 -0.935 -0.084 -0.476
O 1.81341 -7.48893 -4.10627 0.335 0.411 0.189
H 1.45562 -7.13733 -2.09348 0.591 -0.259 -0.076
H 0.03741 -7.41818 -3.00750 -0.017 -0.049 -0.205
H 1.06607 -8.81369 -2.71505 0.185 0.080 0.485
H 1.48319 -8.05807 -4.80408 -0.099 -0.030 0.021
C 2.81570 -2.83866 5.23530 -0.083 0.385 0.689
O 1.57506 -2.13142 4.99778 0.508 -0.544 -0.353
H 3.37466 -2.26439 5.97573 0.108 -0.210 0.139
H 2.60397 -3.83363 5.62067 0.160 -0.098 -0.098
H 3.45582 -2.89295 4.35774 -0.407 -0.012 -0.319
H 0.91651 -2.59798 5.51737 -0.210 0.251 -0.033
C 6.47397 0.33956 -1.62255 1.182 -0.184 0.221
O 5.78163 1.34594 -2.35177 0.117 -0.446 0.402
H 6.75918 0.65800 -0.61497 -0.279 0.194 -0.004
H 5.93344 -0.59862 -1.51891 -0.501 0.270 -0.307
H 7.41392 0.10604 -2.13447 -0.077 -0.138 -0.019
H 6.43509 2.02831 -2.52469 -0.274 0.220 -0.131
C -0.56928 -3.68476 -4.96206 0.545 -0.681 0.074
O -0.63858 -2.34947 -5.39644 0.007 -0.106 -0.247
H -1.36710 -4.30132 -5.37784 -0.364 0.420 0.078
H 0.33624 -4.19971 -5.31513 0.162 0.201 -0.006
H -0.56417 -3.76184 -3.87197 -0.220 -0.023 0.024
H 0.25224 -1.98204 -5.30705 -0.098 0.251 0.111
C -1.05944 -7.48055 -0.05828 -0.849 0.430 -0.238
O -0.80022 -8.23811 1.11611 0.046 -0.296 -0.333
H -0.13888 -7.15586 -0.53499 0.141 0.138 0.455
H -1.61469 -8.00696 -0.84575 0.106 -0.416 0.254
H -1.69990 -6.63092 0.20122 0.384 0.267 -0.216
H -1.62666 -8.68162 1.32912 0.129 -0.057 0.149
C -0.80198 -4.26164 2.71258 -0.091 -0.003 0.058
O -1.94238 -3.73364 2.03436 0.384 0.496 -0.306
H 0.03258 -4.40130 2.02267 -0.334 -0.302 -0.345
H -0.39110 -3.55524 3.44088 -0.450 -0.011 0.259
H -1.11015 -5.20356 3.16249 0.558 -0.080 0.201
H -2.73831 -4.16478 2.34394 0.013 -0.111 0.154
C 2.86621 1.20785 5.15050 0.801 -0.347 -0.029
O 3.33317 0.07915 4.38658 -0.846 0.036 0.426
H 2.65890 2.03406 4.47489 0.105 0.207 0.063
H 1.97865 1.05216 5.75470 -0.081 -0.494 -0.163
H 3.67223 1.43966 5.84556 0.025 0.463 -0.036
H 2.67794 -0.62655 4.49994 0.037 0.327 -0.124
O 3.95000 -3.24261 -5.22075 0.009 -0.441 0.037
H 4.86549 -3.45018 -5.00549 -0.054 0.099 -0.023
H 3.45731 -4.04781 -5.00837 0.069 0.083 -0.051
O 3.31483 0.79069 -3.37587 0.277 0.036 0.197
H 4.19153 0.91217 -2.94264 -0.452 0.107 -0.427
H 3.14177 1.62915 -3.81804 -0.003 -0.008 0.094
O -1.59520 -3.98667 -0.84453 0.096 -0.005 0.238
H -1.56979 -3.77448 0.10389 0.179 -0.172 -0.152
H -0.77884 -3.59304 -1.19954 -0.504 -0.045 0.069
O 2.00921 -1.28195 -4.77182 0.217 -0.194 0.100
H 2.51262 -0.58797 -4.30002 -0.120 -0.141 -0.159
H 2.67960 -1.93443 -5.05761 -0.192 0.466 0.190
O -4.42083 -3.50846 -0.15567 0.310 0.091 0.066
H -4.52519 -3.65755 0.78761 -0.047 0.078 -0.028
H -3.45695 -3.44544 -0.30046 -0.378 -0.126 -0.257
C -5.38880 3.17933 -2.00811 0.656 0.344 0.059
C -3.97078 2.57567 -1.96197 0.303 -0.767 -0.344
C -3.85846 1.58652 -0.77753 -1.348 0.008 0.088
C -4.53382 0.24526 -1.02266 0.629 -0.656 -0.728
C -3.97601 -0.38569 -2.30211 -0.320 -0.109 0.461
C -3.97595 0.49775 -3.54353 0.722 0.494 -1.091
N -3.58218 1.87208 -3.19133 0.726 -0.247 0.856
O -3.60642 2.73189 -4.32709 0.066 -0.147 0.467
C -2.84524 0.01906 -4.49138 -1.320 -1.011 0.016
C -5.34142 0.49124 -4.23561 -0.589 0.240 0.140
C -2.91460 3.67629 -1.70966 -1.176 0.298 -0.072
H -6.15874 2.51628 -1.61762 -0.016 -0.097 -0.112
H -5.60009 3.46382 -3.03847 -0.179 0.093 0.069
H -5.35179 4.08051 -1.39065 -0.381 0.020 -0.013
H -2.82134 1.45952 -0.47172 0.091 -0.011 0.026
H -4.45991 2.05843 0.00699 0.606 0.235 0.405
H -5.62641 0.27542 -1.05716 0.014 0.468 -0.163
H -4.33349 -0.52279 -0.26937 0.138 0.426 0.423
H -4.57430 -1.29120 -2.43135 0.234 -0.042 -0.583
H -2.95131 -0.71372 -2.12197 0.056 0.034 0.093
H -2.89728 0.52532 -5.45289 0.193 0.212 0.070
H -1.85750 0.06417 -4.03918 -0.033 0.197 0.064
H -3.06017 -1.03486 -4.69476 0.259 -0.049 -0.127
H -5.82925 -0.48117 -4.33074 0.257 -0.157 0.342
H -5.95509 1.13821 -3.60376 -0.427 -0.206 -0.217
H -5.37386 0.90202 -5.24568 0.445 0.264 0.108
H -1.93019 3.43955 -2.10415 -0.413 -0.253 0.120
H -2.90100 3.83337 -0.62843 0.378 0.114 0.048
H -3.26253 4.61793 -2.14228 0.201 0.026 -0.166
H -2.66514 2.94987 -4.40200 -0.094 0.211 -0.272
C 0.35931 3.71378 -1.50531 0.422 -0.649 -0.196
C 1.30802 4.33630 -0.48167 -0.533 0.576 -0.229
C 0.41513 4.93170 0.62016 0.335 -0.050 1.259
C 1.21903 5.26076 1.90311 -0.277 -1.014 -1.211
C 1.88193 3.96060 2.37149 1.165 1.281 0.824
C 2.86228 3.38741 1.34348 -0.408 -0.789 -0.740
N 2.12898 3.23904 0.05232 -0.573 -0.068 1.015
O 2.97596 2.70451 -0.93018 0.621 0.640 -0.436
C 4.13934 4.23944 1.22516 -0.557 1.058 0.183
C 3.24468 1.96285 1.74816 0.489 -0.017 0.391
C 2.04843 5.51831 -1.12927 0.680 -0.317 -0.574
H -0.23103 2.94427 -1.00202 -0.037 0.077 0.034
H 0.90937 3.19370 -2.29515 0.050 0.196 -0.011
H -0.32583 4.40837 -1.99027 0.307 0.231 0.221
H -0.03863 5.85250 0.25330 -0.137 -0.103 -0.215
H -0.38393 4.24718 0.91920 0.007 -0.073 -0.330
H 0.55948 5.65114 2.67537 0.112 0.264 0.020
H 1.96513 5.98661 1.58020 0.115 0.221 0.605
H 1.16200 3.28203 2.82993 -0.099 -0.307 -0.666
H 2.55592 4.21197 3.20189 -0.205 0.015 0.197
H 3.92849 5.17224 0.69646 0.120 -0.374 -0.505
H 4.45773 4.67821 2.17609 0.164 -0.762 0.295
H 4.94429 3.69144 0.74583 0.054 0.080 -0.056
H 4.00393 1.53402 1.09177 -0.229 0.040 -0.341
H 3.73016 1.91750 2.72290 -0.144 0.261 0.113
H 2.37539 1.30664 1.78844 0.088 0.181 -0.059
H 1.32215 6.17072 -1.61351 -0.014 0.065 0.070
H 2.74076 5.17717 -1.90561 -0.131 -0.151 -0.015
H 2.66963 6.10836 -0.45699 -0.297 0.063 0.182
H 2.69655 1.79192 -1.07474 -0.172 0.259 -0.008
C -3.37876 4.29985 4.47963 0.682 -0.359 1.177
C -3.03213 2.89165 3.93562 0.690 1.731 -1.050
C -1.99261 3.19271 2.82576 0.694 -0.614 -0.280
C -1.25136 1.91825 2.40295 -1.215 0.079 -0.689
C -0.63639 1.14070 3.52785 0.627 -0.053 -0.432
C -1.54082 0.96101 4.74472 -0.034 -0.947 0.625
N -2.34823 2.15494 4.98942 0.727 0.895 -0.108
O -3.17746 2.01963 6.12020 -0.309 -0.565 0.106
C -2.39954 -0.30117 4.56482 -0.905 -0.269 -0.511
C -0.58571 0.74916 5.91636 -0.249 0.157 0.723
C -4.29006 2.30178 3.31361 -0.184 -0.556 0.731
H -2.44437 4.72805 4.85805 0.036 0.112 -0.243
H -3.98967 4.24856 5.38308 -0.493 -0.040 -0.352
H -3.79329 4.98244 3.74258 -0.170 -0.202 -0.117
H -2.52184 3.56928 1.94784 -0.129 0.048 0.020
H -1.28140 3.98139 3.08884 -0.089 -0.070 0.465
H -0.51919 2.07597 1.60529 -0.008 0.248 0.055
H -2.05941 1.33743 1.94074 0.251 -0.380 -0.061
H 0.35233 1.55222 3.76658 -0.324 0.482 0.491
H -0.31904 0.16269 3.15147 -0.494 -0.198 0.141
H -1.86582 -1.25071 4.64969 0.413 0.214 -0.161
H -3.24342 -0.40791 5.25190 0.214 0.487 0.282
H -2.87204 -0.26944 3.57760 0.179 -0.185 -0.064
H 0.07972 -0.08702 5.69952 0.091 0.094 -0.082
H -0.01265 1.66160 6.09002 0.115 -0.039 -0.141
H -1.07422 0.52412 6.86879 -0.277 -0.083 -0.172
H -4.13172 1.34689 2.81135 0.020 -0.011 0.058
H -4.72714 2.98801 2.59069 0.009 0.112 0.062
H -4.98219 2.16263 4.14953 -0.260 -0.180 -0.298
H -2.74905 2.53116 6.81517 0.071 0.041 -0.131
C -0.73558 -0.83052 0.07112 -0.191 -0.107 -0.117
C 0.75917 -1.11196 -0.06057 0.196 1.466 0.245
C 1.32162 -1.16837 1.36088 1.204 -0.883 -0.569
C 2.78759 -1.63895 1.40823 -0.621 0.140 -0.176
C 2.87748 -3.01322 0.76517 -0.930 -0.084 0.614
C 2.29917 -3.04832 -0.65743 0.859 0.521 -0.306
N 0.97716 -2.40093 -0.70224 -0.119 -0.887 0.632
O 0.45806 -2.46083 -2.02717 0.973 1.017 0.369
C 3.35889 -2.36868 -1.57181 0.792 -0.628 -0.386
C 2.11892 -4.51589 -1.07727 0.019 0.056 -0.518
C 1.37888 0.11833 -0.77225 -0.072 0.470 0.209
H -1.21534 -1.57180 0.71199 -0.042 -0.115 -0.118
H -1.23742 -0.79503 -0.89436 0.017 -0.146 -0.041
H -0.88931 0.13732 0.54364 0.142 0.075 0.009
H 1.31095 -0.19760 1.85140 -0.669 -0.129 -0.049
H 0.77094 -1.94214 1.90294 -0.282 0.361 0.303
H 3.00697 -1.60842 2.47760 0.620 -0.318 -0.205
H 3.46399 -0.95789 0.88621 -0.068 0.208 0.216
H 2.23873 -3.69259 1.34317 0.259 -0.100 0.192
H 3.89817 -3.39537 0.77046 -0.033 -0.142 -0.128
H 3.75019 -1.39066 -1.29355 -0.763 0.224 0.207
H 4.28980 -2.94978 -1.51817 -0.254 -0.389 -0.068
H 3.09671 -2.35649 -2.63135 -0.164 0.110 0.048
H 1.58491 -4.60153 -2.02563 0.084 0.197 -0.057
H 3.09088 -4.99090 -1.22319 0.029 -0.021 0.174
H 1.53254 -5.10102 -0.36727 0.075 0.206 0.273
H 0.93843 0.28634 -1.75637 0.205 -0.106 -0.146
H 2.46782 0.17599 -0.81291 0.021 -0.972 -0.335
H 1.19384 1.03677 -0.19948 -0.718 -0.264 0.125
H 1.06923 -1.88178 -2.52701 -0.522 -0.262 -0.503